Computed, not measured: a cluster of 2 separate species, CH3O2PS in total in a non-equilibrium geometry, with ωB97M-V with the def2-TZVPD basis set.

Bonds (Å) are listed after each position.
Cartesian coordinates (Å):
1 C -1.5995 -1.0043 0.3784  S5 1.642, H6 1.110
2 O -4.0327 -0.2648 -0.4790  S5 1.466
3 O -2.6208 1.4047 0.7522  S5 1.448
4 P 0.1029 1.2312 -0.5133  H7 1.406, H8 1.478
5 S -2.7285 0.1417 0.0517  C1 1.642, O2 1.466, O3 1.448
6 H -1.6711 -1.8133 -0.3775  C1 1.110
7 H 0.5965 0.0935 -1.1749  P4 1.406
8 H 0.7941 0.9426 0.7604  P4 1.478

For the total energy, the calculation gives -25298.3156 eV. The energy relative to the best compared isomer or geometry (same formula, charge and spin) comes out at 149.0 kcal/mol. As for the LUMO energy (spin up / spin down): -2.153 / -2.538 eV. For the HOMO energy (spin up / spin down), the calculation gives -10.098 / -9.610 eV. The calculation puts the HOMO-LUMO gap (spin up / spin down) at 7.945 / 7.072 eV.

***

Computed, not measured: a cluster of 6 separate species, C35H59N7O5S3 in total in a non-equilibrium geometry, with ωB97M-V with the def2-TZVPD basis set.

Bonds (Å) are listed after each position.
Cartesian coordinates (Å):
1 C -6.2296 3.3343 -3.8912  C2 1.586, H26 1.121, H27 1.120, H28 1.123
2 C -6.4805 1.7846 -3.6632  C1 1.586, N3 1.496, H29 1.126, H30 1.129
3 N -5.3896 1.1607 -2.8510  C2 1.496, C4 1.481, C6 1.442
4 C -4.4198 0.4018 -3.6730  N3 1.481, C5 1.591, H31 1.128, H32 1.123
5 C -3.8433 1.2597 -4.8827  C4 1.591, H33 1.129, H34 1.126, H35 1.121
6 C -6.0199 0.3437 -1.8444  N3 1.442, S7 1.644, S8 1.854
7 S -6.4797 -1.2267 -2.0022  C6 1.644
8 S -6.3514 1.1866 -0.2261  C6 1.854, C9 1.856
9 C -4.9876 0.5060 0.8323  S8 1.856, C10 1.583, H36 1.127, H37 1.124
10 C -5.3302 -0.9295 1.4041  C9 1.583, C11 1.587, H38 1.120, H39 1.126
11 C -4.3409 -1.3554 2.5691  C10 1.587, C12 1.561, H40 1.128, H41 1.128
12 C -2.8999 -0.8362 2.2679  C11 1.561, C13 1.461, C17 1.478
13 C -1.9319 -1.4874 1.3878  C12 1.461, C14 1.473, H42 1.122
14 C -0.5761 -0.9467 1.1911  C13 1.473, C15 1.475, H43 1.114
15 C -0.1481 0.2912 1.8687  C14 1.475, C16 1.456, N25 1.444
16 C -1.1355 0.9345 2.7244  C15 1.456, C17 1.461, S18 1.831
17 C -2.4868 0.4186 2.9297  C12 1.478, C16 1.461, H44 1.116
18 S -0.6798 2.4643 3.6211  C16 1.831, C19 1.833
19 C 0.7288 3.0644 2.6142  S18 1.833, C20 1.473, C24 1.454
20 C 1.0508 4.4976 2.7295  C19 1.473, C21 1.464, H45 1.115
21 C 2.1845 5.0300 1.9709  C20 1.464, C22 1.462, H46 1.116
22 C 2.9069 4.1015 1.1021  C21 1.462, C23 1.467, H47 1.121
23 C 2.5788 2.6762 0.9878  C22 1.467, C24 1.480, H48 1.114
24 C 1.4505 2.1255 1.7707  C19 1.454, C23 1.480, N25 1.443
25 N 1.2156 0.7081 1.6415  C15 1.444, C24 1.443, H49 1.025
26 H -6.3807 3.5769 -4.9755  C1 1.121
27 H -5.1659 3.5803 -3.6433  C1 1.120
28 H -6.8662 3.9838 -3.2319  C1 1.123
29 H -7.4209 1.7052 -3.0493  C2 1.126
30 H -6.5815 1.2178 -4.6340  C2 1.129
31 H -3.5315 0.1985 -3.0087  C4 1.128
32 H -4.8487 -0.5278 -4.1350  C4 1.123
33 H -4.6609 1.4130 -5.6453  C5 1.129
34 H -3.0724 0.6165 -5.3932  C5 1.126
35 H -3.3900 2.2286 -4.5479  C5 1.121
36 H -4.1096 0.3725 0.1384  C9 1.127
37 H -4.7385 1.2499 1.6373  C9 1.124
38 H -6.3704 -0.9230 1.8202  C10 1.120
39 H -5.2303 -1.7111 0.5994  C10 1.126
40 H -4.3006 -2.4760 2.6935  C11 1.128
41 H -4.6795 -0.9162 3.5513  C11 1.128
42 H -2.2694 -2.4346 0.8908  C13 1.122
43 H 0.0888 -1.5251 0.5094  C14 1.114
44 H -3.1937 0.9778 3.5878  C17 1.116
45 H 0.4429 5.1374 3.4116  C20 1.115
46 H 2.4560 6.1069 2.0783  C21 1.116
47 H 3.7599 4.4915 0.4878  C22 1.121
48 H 3.2041 2.0580 0.3043  C23 1.114
49 H 1.8917 0.1529 2.1763  N25 1.025
50 C 1.9121 1.8825 5.7143  C51 1.506, H55 1.087, H56 1.090, H57 1.092
51 C 2.4780 0.5102 5.9676  C50 1.506, O52 1.227, N53 1.357
52 O 2.9000 -0.1955 5.0570  C51 1.227
53 N 2.5124 0.0611 7.2474  C51 1.357, C54 1.448, H58 1.010
54 C 2.0679 0.7344 8.4499  N53 1.448, H59 1.090, H60 1.091, H61 1.087
55 H 1.9535 2.0944 4.6492  C50 1.087
56 H 0.8708 1.9233 6.0351  C50 1.090
57 H 2.5006 2.6373 6.2403  C50 1.092
58 H 2.9040 -0.8650 7.3385  N53 1.010
59 H 2.9180 0.8239 9.1265  C54 1.090
60 H 1.3014 0.1203 8.9239  C54 1.091
61 H 1.6637 1.7222 8.2425  C54 1.087
62 C 1.0785 -1.1893 -5.5452  C63 1.504, H67 1.089, H68 1.092, H69 1.092
63 C -0.3920 -1.1572 -5.2307  C62 1.504, O64 1.225, N65 1.361
64 O -1.2187 -0.7115 -6.0176  C63 1.225
65 N -0.7968 -1.6436 -4.0260  C63 1.361, C66 1.449, H70 1.010
66 C 0.0153 -2.2079 -2.9664  N65 1.449, H71 1.092, H72 1.092, H73 1.087
67 H 1.2448 -0.7689 -6.5359  C62 1.089
68 H 1.6299 -0.5895 -4.8181  C62 1.092
69 H 1.4427 -2.2191 -5.5414  C62 1.092
70 H -1.7953 -1.5889 -3.8859  N65 1.010
71 H -0.3213 -3.2295 -2.7774  C66 1.092
72 H -0.1329 -1.6136 -2.0618  C66 1.092
73 H 1.0712 -2.2180 -3.2228  C66 1.087
74 C 3.4478 3.5687 -5.8988  C75 1.507, H79 1.088, H80 1.092, H81 1.092
75 C 2.4004 2.5581 -6.2913  C74 1.507, O76 1.222, N77 1.360
76 O 2.5311 1.8347 -7.2672  C75 1.222
77 N 1.2837 2.4666 -5.5199  C75 1.360, C78 1.449, H82 1.011
78 C 0.9449 3.2275 -4.3338  N77 1.449, H83 1.092, H84 1.092, H85 1.087
79 H 4.2729 3.5217 -6.6067  C74 1.088
80 H 3.0280 4.5760 -5.9227  C74 1.092
81 H 3.8334 3.3450 -4.9023  C74 1.092
82 H 0.6279 1.7689 -5.8447  N77 1.011
83 H 0.8047 2.5323 -3.5032  C78 1.092
84 H 0.0056 3.7536 -4.5155  C78 1.092
85 H 1.7170 3.9468 -4.0752  C78 1.087
86 C 0.6186 -5.0450 -6.6028  C87 1.508, H91 1.089, H92 1.092, H93 1.092
87 C 2.0452 -4.8286 -7.0394  C86 1.508, O88 1.223, N89 1.359
88 O 2.8511 -4.2224 -6.3479  C87 1.223
89 N 2.4253 -5.3316 -8.2436  C87 1.359, C90 1.449, H94 1.009
90 C 1.6279 -6.0717 -9.2010  N89 1.449, H95 1.092, H96 1.092, H97 1.086
91 H 0.4695 -4.5878 -5.6262  C86 1.089
92 H -0.0681 -4.5782 -7.3116  C86 1.092
93 H 0.4070 -6.1127 -6.5207  C86 1.092
94 H 3.3920 -5.1474 -8.4673  N89 1.009
95 H 2.0935 -7.0464 -9.3608  C90 1.092
96 H 1.6221 -5.5237 -10.1452  C90 1.092
97 H 0.6062 -6.2121 -8.8596  C90 1.086
98 C 4.0902 -1.6005 12.3972  C99 1.507, H103 1.088, H104 1.091, H105 1.092
99 C 4.1604 -1.6904 10.8950  C98 1.507, O100 1.223, N101 1.359
100 O 3.1809 -1.4996 10.1870  C99 1.223
101 N 5.3590 -1.9941 10.3307  C99 1.359, C102 1.449, H106 1.009
102 C 6.6235 -2.2529 10.9901  N101 1.449, H107 1.092, H108 1.092, H109 1.086
103 H 3.0731 -1.3518 12.6935  C98 1.088
104 H 4.3565 -2.5594 12.8453  C98 1.091
105 H 4.7579 -0.8168 12.7598  C98 1.092
106 H 5.3283 -2.0366 9.3227  N101 1.009
107 H 7.3562 -1.5267 10.6329  C102 1.092
108 H 6.9581 -3.2557 10.7178  C102 1.092
109 H 6.5426 -2.1811 12.0710  C102 1.086

For the total energy, the calculation gives -90424.6952 eV. The energy relative to the best compared isomer or geometry (same formula, charge and spin) comes out at 73.1 kcal/mol. As for the LUMO energy: -0.287 eV. Its SMILES is CCN(CC)C(=S)SCCCc1ccc2c(c1)Sc1ccccc1N2.CNC(C)=O.CNC(C)=O.CNC(C)=O.CNC(C)=O.CNC(C)=O. For the HOMO energy, the calculation gives -7.658 eV. The calculation puts the HOMO-LUMO gap at 7.371 eV.

***

Computed, not measured: a cluster of 3 separate species, C2H8N2O4 in total, with ωB97M-V with the def2-TZVPD basis set.

Bonds (Å) are listed after each position.
Cartesian coordinates (Å):
1 O -0.2181 -3.0228 -0.1904  C2 1.209
2 C 0.7604 -2.3714 -0.4713  O1 1.209, N3 1.369, H7 1.098
3 N 0.8087 -1.0054 -0.3924  C2 1.369, C4 1.406, H8 1.014
4 C -0.2779 -0.1744 -0.0688  N3 1.406, N5 1.327, O6 1.229
5 N -1.5209 -0.6087 -0.2357  C4 1.327, H9 1.005, H10 1.014
6 O -0.0135 0.9506 0.3491  C4 1.229
7 H 1.6839 -2.8254 -0.8539  C2 1.098
8 H 1.6849 -0.5003 -0.4595  N3 1.014
9 H -1.7401 -1.5660 -0.4490  N5 1.005
10 H -2.2195 0.1232 -0.1684  N5 1.014
11 H -1.5191 2.1044 0.6947  O13 0.977
12 H -2.2786 2.6299 -0.5213  O13 0.963
13 O -2.4205 2.2065 0.3317  H11 0.977, H12 0.963
14 H 2.7064 1.1311 1.5206  O16 0.959
15 H 1.8476 1.6499 0.3417  O16 0.972
16 O 2.7162 1.2787 0.5729  H14 0.959, H15 0.972

For the total energy, the calculation gives -13375.4286 eV. The energy relative to the best compared isomer or geometry (same formula, charge and spin) comes out at 7.1 kcal/mol. As for the LUMO energy: 0.599 eV. Its SMILES is NC(=O)NC=O.O.O. For the HOMO energy, the calculation gives -10.606 eV. The calculation puts the HOMO-LUMO gap at 11.205 eV.

***

Computed, not measured: the ion C5H11N2OS with charge +1 in a non-equilibrium geometry, with ωB97M-V with the def2-TZVPD basis set.

Bonds (Å) are listed after each position.
Cartesian coordinates (Å):
1 C 2.3541 -0.6447 -0.1981  C2 1.509, N6 1.363, O8 1.210
2 C 1.5893 0.5710 -0.6617  C1 1.509, N7 1.491, H10 1.101, H11 1.069
3 C -0.1273 -0.9895 0.0619  C4 1.582, N6 1.716, N7 1.498, S9 1.744
4 C -0.3956 -0.4358 1.5189  C3 1.582, H12 1.119, H13 1.158, H14 1.097
5 C -0.7665 1.2216 -1.0712  N7 1.486, H15 1.125, H16 1.111, H17 1.183
6 N 1.4726 -1.5752 0.2641  C1 1.363, C3 1.716, H18 1.042
7 N 0.1969 0.1011 -0.9133  C2 1.491, C3 1.498, C5 1.486, H19 1.048
8 O 3.5573 -0.7554 -0.2539  C1 1.210
9 S -1.2731 -2.1129 -0.6217  C3 1.744, H20 1.358
10 H 1.4921 1.2156 0.2252  C2 1.101
11 H 2.0007 1.0643 -1.5167  C2 1.069
12 H -1.2610 0.2735 1.5423  C4 1.119
13 H 0.5264 0.2084 1.7932  C4 1.158
14 H -0.5863 -1.2319 2.2489  C4 1.097
15 H -0.8164 1.8883 -0.1659  C5 1.125
16 H -0.2221 1.8161 -1.8350  C5 1.111
17 H -1.8762 0.9205 -1.3484  C5 1.183
18 H 1.4997 -2.6126 0.1731  N6 1.042
19 H 0.1566 -0.4412 -1.8096  N7 1.048
20 H -1.4762 -2.4352 0.6822  S9 1.358

For the total energy, the calculation gives -21218.1699 eV. The energy relative to the best compared isomer or geometry (same formula, charge and spin) comes out at 38.0 kcal/mol. As for the LUMO energy: -3.752 eV. Its SMILES is C[N@H+]1CC(=O)N[C@]1(C)S. For the HOMO energy, the calculation gives -14.016 eV. The net charge is +1. The calculation puts the HOMO-LUMO gap at 10.263 eV.

***

Computed, not measured: the molecule C3H6BrCl3Si in a non-equilibrium geometry, with ωB97M-V with the def2-TZVPD basis set.

Bonds (Å) are listed after each position.
Cartesian coordinates (Å):
1 C -2.0545 -0.4414 -0.1357  C2 1.465, H9 1.118, H10 1.106, H11 1.124
2 C -0.9014 0.4448 0.0402  C1 1.465, C3 1.619, H12 1.078, H13 1.152
3 C 0.4847 -0.3583 -0.1966  C2 1.619, Si4 1.801, Br8 1.986, H14 1.181
4 Si 2.0051 0.5233 0.1957  C3 1.801, Cl5 2.041, Cl6 2.020, Cl7 1.985
5 Cl 2.5890 0.1285 2.1112  Si4 2.041
6 Cl 1.8128 2.4971 -0.1863  Si4 2.020
7 Cl 3.4555 -0.1662 -0.9714  Si4 1.985
8 Br 0.4340 -2.1462 0.6671  C3 1.986
9 H -2.0415 -0.7311 -1.2152  C1 1.118
10 H -1.8950 -1.2581 0.5933  C1 1.106
11 H -3.0421 0.0865 -0.0403  C1 1.124
12 H -0.7441 0.7908 1.0493  C2 1.078
13 H -0.7263 1.3802 -0.6088  C2 1.152
14 H 0.6237 -0.7498 -1.3025  C3 1.181

For the total energy, the calculation gives -118699.8774 eV. The energy relative to the best compared isomer or geometry (same formula, charge and spin) comes out at 2.6 kcal/mol. As for the LUMO energy: 0.515 eV. Its SMILES is CC[C@H](Br)[Si](Cl)(Cl)Cl. For the HOMO energy, the calculation gives -10.263 eV. The calculation puts the HOMO-LUMO gap at 10.778 eV.